# 1
{
  "formula": "C24H33BrClN5OTeY",
  "method": "wB97M-V/def2-TZVPD",
  "elements": ["Y", "C", "N", "C", "C", "C", "N", "C", "C", "H", "H", "H", "H", "H", "H", "H", "H", "H", "H", "H", "H", "H", "H", "H", "H", "Br", "C", "C", "C", "C", "C", "C", "N", "N", "C", "C", "C", "C", "O", "C", "N", "C", "C", "C", "C", "H", "H", "H", "H", "H", "H", "H", "H", "H", "Cl", "C", "H", "H", "C", "Te", "C", "H", "H", "H", "H", "H", "H"],
  "positions_angstrom": [[-0.22, -0.03, 0.04], [2.76, -1.51, 0.78], [1.37, -1.93, 1.02], [1.15, -3.22, 0.35], [1.13, -2.12, 2.47], [0.94, -0.82, 3.22], [-0.23, -0.05, 2.78], [-1.47, -0.66, 3.30], [-0.13, 1.30, 3.34], [3.47, -2.25, 1.17], [2.97, -0.55, 1.26], [2.93, -1.40, -0.29], [1.77, -4.00, 0.79], [1.40, -3.13, -0.70], [0.10, -3.51, 0.44], [1.96, -2.67, 2.92], [0.24, -2.73, 2.58], [1.82, -0.18, 3.10], [0.86, -1.05, 4.29], [-1.47, -0.64, 4.40], [-1.57, -1.69, 2.98], [-2.33, -0.10, 2.94], [-0.04, 1.26, 4.44], [-1.02, 1.87, 3.09], [0.74, 1.82, 2.93], [-7.83, -0.14, -1.70], [-6.99, 1.54, -1.44], [-6.05, 1.69, -0.43], [-5.40, 2.89, -0.28], [-5.70, 3.97, -1.12], [-6.68, 3.82, -2.10], [-7.31, 2.60, -2.28], [-5.18, 5.26, -0.94], [-4.06, 5.49, -0.48], [-3.04, 4.55, -0.28], [-2.24, 4.71, 0.83], [-1.18, 3.86, 1.11], [-0.86, 2.80, 0.27], [0.13, 1.95, 0.50], [-1.63, 2.66, -0.93], [-1.26, 1.65, -1.76], [-1.84, 1.57, -2.94], [-2.83, 2.46, -3.37], [-3.26, 3.44, -2.52], [-2.68, 3.55, -1.24], [-5.83, 0.86, 0.23], [-4.67, 3.02, 0.51], [-6.93, 4.66, -2.73], [-8.06, 2.47, -3.05], [-2.49, 5.51, 1.52], [-0.58, 4.03, 2.00], [-1.53, 0.77, -3.59], [-3.25, 2.36, -4.36], [-4.03, 4.13, -2.84], [-2.49, -1.32, -1.72], [-2.27, -1.07, 0.07], [-2.39, -2.07, 0.49], [-3.16, -0.50, 0.37], [0.02, -3.16, -3.18], [0.52, -1.11, -2.81], [2.61, -1.51, -3.18], [0.70, -3.83, -2.66], [0.10, -3.33, -4.25], [-1.00, -3.33, -2.86], [2.72, -1.82, -4.21], [2.98, -2.30, -2.52], [3.18, -0.59, -3.01]],
  "mulliken_charge": [0.55, -1.08, 0.87, -0.90, -1.05, -1.04, 0.99, -1.33, -1.53, 0.39, 0.32, 0.13, 0.41, -0.09, 0.35, 0.38, 0.47, 0.47, 0.34, 0.39, 0.32, 0.33, 0.47, 0.45, 0.38, -0.17, 0.11, -0.68, 0.15, -0.35, 0.00, -0.53, -0.44, -0.47, -0.13, -0.51, -0.65, 1.07, -1.01, 0.38, -0.22, 0.06, -1.23, -0.61, 0.63, 0.42, 0.47, 0.50, 0.44, 0.46, 0.60, 0.29, 0.44, 0.78, -0.20, -0.92, 0.57, 0.40, -1.08, 0.38, -1.15, 0.37, 0.39, 0.35, 0.34, 0.34, 0.38],
  "homo_ha": -0.366,
  "charge": 1,
  "homo_lumo_gap_ha": 0.2602
}

# 2
{
  "formula": "C24H33CaCl2N4O3",
  "method": "wB97M-V/def2-TZVPD",
  "elements": ["O", "C", "C", "C", "H", "C", "H", "C", "H", "C", "H", "C", "H", "H", "C", "C", "H", "H", "H", "C", "C", "H", "H", "H", "H", "Ca", "Cl", "Cl", "H", "H", "C", "C", "N", "H", "C", "O", "H", "H", "H", "H", "H", "H", "C", "C", "N", "H", "C", "O", "H", "H", "H", "H", "N", "C", "N", "C", "C", "C", "C", "C", "C", "H", "H", "H", "H", "H", "H"],
  "positions_angstrom": [[-0.69, 0.66, -2.12], [-1.45, 1.12, -2.99], [-0.85, 1.58, -4.32], [0.36, 2.29, -4.25], [0.86, 2.39, -3.28], [0.95, 2.83, -5.40], [1.89, 3.35, -5.29], [0.34, 2.67, -6.65], [0.76, 3.14, -7.53], [-0.83, 1.91, -6.75], [-1.29, 1.71, -7.71], [-1.42, 1.37, -5.60], [-2.33, 0.77, -5.64], [-2.60, 0.97, -3.07], [-3.15, 3.19, -1.48], [-2.80, 1.76, -1.42], [-3.62, 3.50, -0.51], [-3.78, 3.44, -2.35], [-2.22, 3.75, -1.61], [-2.61, 1.00, -0.35], [-3.23, 1.25, 1.00], [-1.95, 0.12, -0.27], [-4.02, 2.02, 0.88], [-2.50, 1.60, 1.74], [-3.65, 0.36, 1.46], [0.89, -0.71, -1.30], [1.98, 1.66, -0.78], [0.39, -2.12, -3.57], [4.85, 0.46, -3.70], [5.77, 1.81, -1.81], [4.04, 0.33, -2.98], [5.19, 1.26, -1.06], [4.64, 0.06, -1.66], [3.40, -0.50, -3.26], [4.24, -0.96, -0.90], [3.18, -1.60, -1.10], [5.81, 1.04, -0.17], [4.92, -1.24, -0.06], [3.43, 1.23, -2.89], [4.33, 1.89, -0.74], [-1.31, -5.33, 1.41], [-0.44, -6.17, -0.99], [-1.77, -4.47, 0.92], [-1.10, -5.38, -1.37], [-1.19, -4.27, -0.41], [-1.61, -3.57, 1.52], [-0.70, -3.09, -0.76], [-0.83, -1.99, -0.18], [-0.65, -4.96, -2.29], [-0.07, -3.12, -1.68], [-2.83, -4.69, 0.88], [-2.08, -5.78, -1.63], [1.20, -1.24, 3.29], [1.12, -1.32, 1.94], [0.58, -0.21, 1.43], [0.29, 0.63, 2.49], [-0.20, 1.95, 2.55], [-0.24, 2.58, 3.80], [0.22, 1.95, 4.97], [0.68, 0.62, 4.92], [0.67, -0.01, 3.69], [1.62, -1.96, 3.88], [1.47, -2.19, 1.37], [-0.50, 2.42, 1.62], [-0.62, 3.60, 3.88], [0.23, 2.49, 5.92], [1.05, 0.09, 5.80]],
  "mulliken_charge": [-0.15, -0.42, 0.84, -0.11, 0.30, -0.63, 0.37, -0.35, 0.35, -0.50, 0.36, -0.42, 0.36, 0.13, -1.27, 0.16, 0.41, 0.28, 0.14, 0.36, -1.46, -0.06, 0.44, 0.19, 0.30, 0.70, -0.72, -0.66, 0.28, 0.27, -1.07, -0.79, 0.23, 0.37, -0.02, -0.63, 0.31, 0.32, 0.41, 0.27, 0.33, 0.31, -0.91, -0.92, 0.30, 0.23, 0.72, -0.59, 0.24, -0.33, 0.31, 0.32, -0.05, -0.62, 0.26, 0.28, -0.77, -0.60, -0.40, -0.89, 0.43, 0.23, 0.41, 0.70, 0.38, 0.36, 0.35],
  "homo_ha": [-0.057, -0.069],
  "charge": -1,
  "homo_lumo_gap_ha": [0.1349, 0.1474]
}

# 3
{
  "formula": "C24H33ClI2LuOP3",
  "method": "wB97M-V/def2-TZVPD",
  "elements": ["I", "I", "Lu", "P", "C", "C", "H", "H", "H", "H", "H", "H", "C", "H", "H", "H", "P", "C", "C", "H", "H", "H", "C", "H", "H", "H", "H", "H", "H", "Cl", "O", "P", "C", "C", "C", "C", "C", "C", "C", "C", "C", "C", "C", "C", "C", "C", "C", "C", "C", "C", "H", "H", "H", "H", "H", "H", "H", "H", "H", "H", "H", "H", "H", "H", "H"],
  "positions_angstrom": [[0.42, 2.01, -6.61], [-0.20, 3.78, -4.63], [0.12, 0.11, -2.04], [-2.57, 0.16, -2.25], [-3.43, 1.26, -1.10], [-3.03, 0.52, -3.97], [-4.11, 0.41, -4.13], [-4.12, -1.73, -1.94], [-2.49, -0.14, -4.66], [-2.50, -2.26, -2.47], [-3.12, 2.29, -1.30], [-2.70, 1.53, -4.25], [-3.04, -1.55, -1.83], [-4.53, 1.19, -1.15], [-2.76, -1.83, -0.81], [-3.10, 1.09, -0.07], [2.81, 0.20, -2.25], [3.64, 1.29, -1.05], [3.32, -1.50, -1.82], [2.79, -0.11, -4.65], [4.40, 0.45, -4.11], [2.99, 1.56, -4.25], [3.32, 0.56, -3.95], [2.79, -2.23, -2.45], [4.40, -1.69, -1.92], [4.74, 1.25, -1.08], [3.31, 1.07, -0.02], [3.03, -1.76, -0.79], [3.32, 2.33, -1.25], [0.15, -1.55, -3.85], [0.21, -0.62, -0.18], [-0.07, -0.36, 1.35], [-0.69, 1.30, 1.27], [-1.61, 1.69, 2.26], [-2.06, 2.99, 2.28], [-1.66, 3.89, 1.27], [-0.80, 3.49, 0.26], [-0.26, 2.21, 0.25], [-1.10, -1.70, 1.89], [-1.59, -1.67, 3.20], [-2.35, -2.73, 3.70], [-2.58, -3.85, 2.90], [-2.07, -3.92, 1.61], [-1.31, -2.86, 1.10], [1.47, -0.36, 2.22], [2.23, -1.55, 2.32], [3.38, -1.55, 3.10], [3.79, -0.39, 3.75], [3.07, 0.80, 3.62], [1.91, 0.82, 2.84], [-1.90, 0.96, 3.01], [-2.73, 3.32, 3.11], [-2.01, 4.92, 1.30], [-0.48, 4.18, -0.51], [0.57, 2.02, -0.44], [-1.35, -0.81, 3.83], [-2.73, -2.66, 4.72], [-3.18, -4.68, 3.30], [-2.25, -4.80, 0.99], [-0.87, -2.93, 0.10], [1.88, -2.45, 1.80], [3.94, -2.48, 3.20], [4.69, -0.40, 4.38], [3.37, 1.73, 4.12], [1.31, 1.73, 2.71]],
  "mulliken_charge": [0.03, -0.06, 0.91, 0.49, -0.91, -0.96, 0.42, 0.47, 0.32, 0.31, 0.27, 0.25, -1.03, 0.49, 0.18, 0.13, 0.54, -1.01, -0.99, 0.32, 0.42, 0.29, -0.98, 0.34, 0.46, 0.44, 0.19, 0.16, 0.31, -0.48, 0.15, 0.63, 1.20, -0.68, -0.60, -0.64, -0.86, -0.42, 0.91, -0.52, -0.86, -0.46, -0.68, -0.43, 0.50, -0.46, -0.78, -0.50, -0.73, -0.39, 0.27, 0.43, 0.42, 0.50, 0.38, 0.33, 0.44, 0.39, 0.44, 0.57, 0.45, 0.45, 0.40, 0.45, 0.41],
  "homo_ha": -0.523,
  "charge": 2,
  "homo_lumo_gap_ha": 0.2785
}

# 4
{
  "formula": "C24H33ClN2ORu",
  "method": "wB97M-V/def2-TZVPD",
  "elements": ["C", "C", "C", "C", "Cl", "H", "H", "H", "H", "H", "H", "H", "H", "H", "C", "C", "C", "H", "C", "C", "H", "H", "H", "H", "C", "C", "C", "H", "C", "C", "H", "H", "H", "H", "Ru", "C", "C", "N", "C", "C", "C", "O", "C", "C", "C", "C", "N", "C", "H", "H", "H", "H", "H", "H", "H", "H", "H", "H", "H", "H", "H", "H"],
  "positions_angstrom": [[0.20, 0.75, -5.14], [1.59, 1.32, -5.52], [-0.02, -0.60, -5.87], [-0.89, 1.75, -5.54], [0.09, 0.22, -3.42], [0.00, -0.57, -6.95], [-1.00, -0.98, -5.56], [0.76, -1.28, -5.54], [1.75, 1.52, -6.59], [2.35, 0.61, -5.21], [1.73, 2.27, -5.00], [-0.97, 1.99, -6.61], [-0.72, 2.70, -5.03], [-1.86, 1.35, -5.24], [1.56, -0.93, 1.48], [0.78, -1.90, 0.79], [1.23, -1.91, -0.61], [0.17, -2.69, 1.22], [2.16, -0.78, -0.72], [2.35, -0.22, 0.57], [3.01, 0.63, 0.82], [1.55, -0.78, 2.59], [1.04, -2.68, -1.33], [2.67, -0.52, -1.64], [-1.92, 0.96, 0.64], [-1.56, -0.33, 1.17], [-1.87, -1.32, 0.16], [-1.20, -0.52, 2.18], [-2.28, -0.60, -1.02], [-2.29, 0.79, -0.72], [-2.53, 1.59, -1.42], [-1.90, 1.91, 1.19], [-1.94, -2.40, 0.30], [-2.59, -1.06, -1.98], [-0.16, -0.49, -0.39], [5.65, 1.37, 7.01], [4.26, 1.75, 7.46], [3.27, 1.48, 6.46], [2.32, 0.40, 6.74], [1.29, 0.71, 7.83], [3.23, 2.34, 5.40], [4.15, 3.09, 5.08], [1.89, 2.38, 4.69], [0.79, 2.94, 5.33], [-0.46, 2.75, 4.76], [-0.52, 2.03, 3.56], [0.50, 1.46, 2.96], [1.73, 1.66, 3.49], [5.72, 0.30, 6.77], [6.38, 1.59, 7.80], [5.91, 1.96, 6.12], [3.95, 1.22, 8.36], [4.27, 2.83, 7.63], [1.82, 0.09, 5.82], [2.92, -0.45, 7.09], [0.69, 1.60, 7.60], [0.62, -0.16, 7.92], [1.81, 0.86, 8.78], [0.92, 3.46, 6.29], [-1.37, 3.13, 5.21], [-1.51, 1.87, 3.09], [2.63, 1.28, 2.97]],
  "mulliken_charge": [0.97, -1.37, -1.43, -1.38, -0.02, 0.38, 0.38, 0.38, 0.38, 0.35, 0.37, 0.38, 0.37, 0.36, 1.06, -1.59, -0.59, 0.60, -1.15, -0.26, 0.43, 0.46, 0.61, 0.56, 0.32, -0.22, -0.63, 0.52, -0.48, -0.90, 0.45, 0.30, 0.48, 0.45, 0.64, -1.15, -0.43, 0.34, -0.29, -0.92, 0.48, -0.42, -0.21, -0.34, -1.22, 0.10, 0.02, -0.35, 0.33, 0.39, 0.37, 0.36, 0.38, 0.04, 0.45, 0.23, 0.39, 0.38, 0.80, 0.46, 0.29, 0.36],
  "s2": 6.05,
  "homo_ha": [-0.454, -0.523],
  "spin_multiplicity": 5,
  "charge": 2,
  "homo_lumo_gap_ha": [0.2522, 0.1487]
}